ORCA calculation (the ωB97M-V functional and the def2-TZVPD basis) on a cluster of 2 separate species, C16H32FN4O4 in total in a non-equilibrium geometry.

Summary:
Frontier orbital gap, eV: 8.4
E_HOMO, Eh: -0.4125
LUMO, eV: -2.82
Molecular weight, g/mol: 363.45
Net charge: +1

```
57
Properties=species:S:1:pos:R:3:forces:R:3
C 0.930 -2.608 1.976 -0.3 0.6 0.5
C 0.495 -1.620 3.052 -0.4 0.1 -0.3
O 0.389 -2.265 4.294 0.3 -0.2 0.4
C -0.857 -1.073 2.624 0.5 0.0 -0.2
O -1.214 0.084 3.377 -0.3 -0.4 -0.3
N -1.578 1.110 2.495 -0.5 0.2 1.1
C -3.003 1.438 2.598 -1.0 -1.3 -1.0
C -3.796 0.742 1.451 0.1 1.0 0.2
C -4.682 1.720 0.619 0.5 -1.5 -0.4
N -4.255 1.811 -0.782 -0.1 0.5 0.1
C -0.739 2.198 2.562 1.3 -3.0 2.0
O -0.963 3.207 2.046 -1.2 4.2 -2.4
O 0.396 1.950 3.230 0.8 -0.8 -0.2
C 1.516 2.694 2.730 0.0 0.2 0.5
C 1.860 2.387 1.295 0.4 0.0 -0.4
C 2.591 1.078 1.156 -0.4 -0.4 0.3
F 3.238 0.998 -0.075 0.2 0.1 -0.4
H 1.246 -2.010 1.127 0.1 -0.1 -0.4
H 1.745 -3.235 2.311 0.1 -0.2 0.1
H 0.056 -3.190 1.705 0.1 -0.5 -0.2
H 1.193 -0.783 3.088 0.2 0.1 0.2
H 0.390 -1.610 5.001 -0.1 0.0 -0.1
H -1.598 -1.869 2.703 -0.2 0.0 0.3
H -0.795 -0.794 1.577 0.0 0.2 -0.2
H -3.186 2.501 2.569 0.4 0.3 -0.1
H -3.421 1.052 3.518 0.4 0.0 0.5
H -3.071 0.327 0.761 0.2 -0.1 -0.1
H -4.355 -0.105 1.837 -0.3 0.0 0.1
H -4.664 2.713 1.037 -0.2 0.3 0.2
H -5.689 1.320 0.611 -0.4 0.3 0.1
H -4.088 0.894 -1.173 0.0 0.0 0.0
H -3.400 2.349 -0.848 0.0 -0.1 -0.1
H 1.364 3.748 2.916 -0.2 0.3 -0.2
H 2.361 2.404 3.344 0.0 -0.2 0.3
H 2.527 3.170 0.944 0.1 0.2 -0.1
H 1.005 2.378 0.624 -0.3 0.2 0.1
H 1.888 0.247 1.188 0.0 -0.2 0.1
H 3.342 0.923 1.921 0.2 0.1 0.2
C 3.529 -2.061 -5.249 -0.3 -0.1 0.0
C 3.365 -0.925 -4.257 0.3 0.1 -0.2
N 2.050 -0.924 -3.595 -0.1 0.0 -0.1
C 1.801 -0.399 -2.347 0.2 -0.1 -0.2
C 0.480 -0.574 -2.101 -0.2 -0.1 -0.1
N -0.053 -1.197 -3.206 -0.1 0.0 -0.1
C 0.911 -1.386 -4.102 0.1 0.0 0.2
C -1.450 -1.598 -3.390 0.0 -0.1 -0.2
H 2.833 -1.969 -6.084 0.1 0.0 -0.1
H 4.536 -2.050 -5.658 0.0 0.0 0.0
H 3.360 -3.026 -4.770 0.1 0.0 0.0
H 3.488 0.039 -4.752 0.0 0.0 0.1
H 4.121 -1.000 -3.478 -0.1 0.0 0.1
H 2.603 0.043 -1.779 -0.2 0.0 0.2
H -0.149 -0.326 -1.265 0.1 0.1 0.1
H 0.779 -1.839 -5.069 0.0 0.0 0.0
H -1.499 -2.676 -3.526 0.0 0.0 0.0
H -1.856 -1.098 -4.267 0.0 0.0 0.0
H -2.026 -1.318 -2.514 0.1 0.0 0.0
```
Forces are in eV/Å.

=====

ORCA calculation (the ωB97M-V functional and the def2-TZVPD basis) on a structure of composition C16H32IIrN2O4P2 in a non-equilibrium geometry.

Summary:
Frontier orbital gap (spin up / spin down), eV: 5.7 / 1.7
E_HOMO (spin up / spin down), Eh: -0.6062 / -0.6056
Spin multiplicity: 6
⟨S²⟩: 8.8162
LUMO (spin up / spin down), eV: -10.83 / -14.80
Molecular weight, g/mol: 697.51
Net charge: +3

```
58
Properties=species:S:1:pos:R:3:forces:R:3
C 1.071 0.672 -6.121 -1.7 -1.0 1.4
I 2.895 1.082 -5.255 1.5 0.5 0.1
H 0.909 0.528 -7.189 0.6 0.6 0.1
H 0.372 1.341 -5.593 0.1 0.0 -1.0
H 0.906 -0.281 -5.617 -0.4 -0.2 -0.6
Ir -0.609 0.326 -1.756 -1.1 -0.6 -0.5
P 0.114 2.382 -1.756 1.7 3.7 -0.7
C -1.046 3.370 -0.761 -0.2 -0.7 0.0
C 1.723 2.287 -0.960 -0.4 -0.2 0.1
H 2.126 3.308 -0.940 0.3 -0.3 0.1
H 0.672 4.387 -2.967 -0.2 -0.4 -0.1
H 2.317 1.578 -1.565 0.1 0.6 0.4
H 1.167 2.869 -3.834 -0.2 0.3 0.0
H -1.141 2.913 0.237 -0.1 0.4 -0.2
H 1.554 1.908 0.060 0.4 0.1 -0.2
C 0.366 3.368 -3.266 -0.2 -0.7 0.0
H -0.673 4.401 -0.716 -0.2 -0.2 0.1
H -0.570 3.385 -3.846 0.4 0.2 0.1
H -2.010 3.319 -1.295 0.2 0.3 0.4
P 0.158 -1.746 -1.986 1.3 -2.5 -1.5
C -1.083 -2.794 -1.230 -0.2 0.2 0.5
C 0.463 -2.461 -3.639 -0.1 0.6 0.2
H 2.355 -1.061 -1.566 0.2 -0.2 0.2
H 2.071 -2.819 -1.342 0.4 -0.2 0.1
H 1.511 -1.691 -0.049 0.6 -0.2 -0.9
C 1.701 -1.820 -1.128 -0.1 -0.1 0.5
H 1.467 -2.194 -4.010 -0.4 0.0 0.1
H 0.367 -3.548 -3.533 0.1 0.2 -0.1
H -0.871 -3.813 -1.546 0.0 -0.2 0.0
H -2.067 -2.503 -1.617 0.1 -0.3 0.2
H -0.320 -2.097 -4.309 0.2 -0.2 -0.2
H -1.030 -2.676 -0.125 -0.2 -0.5 -1.3
C -2.399 0.315 -1.190 -7.4 0.0 2.0
O -3.543 0.321 -0.877 5.4 0.0 -1.4
C 1.998 0.283 3.865 0.3 -0.4 0.1
C 0.615 0.864 3.645 -0.1 0.6 -0.4
C -0.505 -0.114 3.273 1.5 0.4 0.4
C -0.842 -1.078 4.440 -1.6 0.8 0.0
C 0.139 -2.203 4.652 0.6 -0.7 0.1
C -1.746 0.713 2.834 -2.5 -1.4 -0.7
O -1.857 1.925 2.897 0.3 -0.8 0.4
N -2.752 -0.123 2.360 0.5 1.3 0.3
C -2.535 -1.405 1.769 -1.5 -0.7 0.5
O -3.479 -2.151 1.559 2.3 1.5 0.2
N -1.211 -1.650 1.427 0.0 -0.5 0.1
C -0.248 -0.900 1.972 1.8 0.6 0.6
O 0.901 -0.832 1.457 -2.3 0.0 0.7
H 2.729 1.109 3.925 -0.3 -0.5 0.2
H 2.276 -0.346 3.013 0.2 0.1 0.2
H 2.042 -0.358 4.754 0.2 0.4 -0.1
H 0.284 1.422 4.526 0.0 -0.1 0.0
H 0.673 1.591 2.832 0.1 0.2 0.0
H -0.954 -0.466 5.344 0.2 0.0 -0.2
H -1.836 -1.514 4.295 0.1 0.1 -0.2
H 0.754 -2.037 5.540 0.0 0.0 -0.3
H -0.456 -3.096 4.811 0.2 -0.3 0.1
H 0.791 -2.405 3.798 0.0 0.1 0.1
H -3.705 0.210 2.300 -0.2 0.3 0.0
```
Forces are in eV/Å.

=====

ORCA calculation (the ωB97M-V functional and the def2-TZVPD basis) on a structure of composition C16H32INO7 in a non-equilibrium geometry.

Summary:
Frontier orbital gap, eV: 8.1
E_HOMO, Eh: -0.3418
Energy relative to the best compared isomer or geometry (same formula, charge and spin), kcal/mol: 0.0
LUMO, eV: -1.17
Molecular weight, g/mol: 477.34
Net charge: 0

```
57
Properties=species:S:1:pos:R:3:forces:R:3
N -0.084 -2.817 -3.064 1.3 -1.9 -1.9
C 0.610 -4.049 -3.328 1.1 1.0 1.8
O 1.520 -4.437 -2.587 -2.4 0.4 -2.1
O 0.189 -4.768 -4.503 1.2 1.4 0.9
I 1.525 -4.144 -5.918 -0.7 -0.5 0.4
H -0.651 -2.517 -3.862 0.3 -0.2 0.5
H 0.564 -2.071 -2.747 -0.9 -0.9 0.2
C 4.258 -4.204 2.152 0.4 0.2 0.1
C 3.979 -3.268 1.005 0.2 0.4 -0.2
O 4.736 -2.352 0.739 -0.2 -0.3 0.2
C 2.730 -3.509 0.202 0.2 0.3 -0.1
H 5.189 -3.911 2.640 -0.1 0.0 -0.1
H 3.448 -4.149 2.882 -0.1 -0.2 -0.1
H 4.363 -5.225 1.780 -0.2 0.0 0.1
H 1.852 -3.422 0.847 0.0 -0.2 0.0
H 2.766 -4.499 -0.256 -0.2 0.0 0.1
H 2.658 -2.761 -0.589 0.0 -0.1 0.1
C -0.906 1.199 -0.687 -0.1 0.0 -0.4
C -0.344 -0.187 -0.542 0.2 -0.1 -0.3
O 0.177 -0.763 -1.480 0.0 0.6 0.6
C -0.450 -0.834 0.810 0.3 -0.3 0.0
H -0.760 1.543 -1.712 0.1 0.0 0.1
H -1.976 1.190 -0.469 0.1 0.1 0.2
H -0.388 1.881 -0.012 -0.2 0.0 0.1
H -1.500 -0.931 1.092 0.1 0.1 0.0
H 0.089 -0.239 1.551 -0.1 0.1 0.0
H -0.005 -1.831 0.771 -0.1 0.1 0.0
C 3.515 0.281 -1.256 -0.4 0.0 -0.1
C 3.074 1.640 -0.784 -0.5 0.0 -0.3
O 1.963 2.068 -1.036 0.4 0.0 0.2
C 4.062 2.451 0.012 -0.2 0.3 0.1
H 2.704 -0.188 -1.815 0.0 0.1 0.1
H 4.383 0.379 -1.912 0.1 -0.1 0.2
H 3.760 -0.350 -0.398 0.3 0.0 -0.1
H 4.954 2.645 -0.588 0.1 -0.2 0.1
H 4.331 1.917 0.926 0.2 0.0 -0.1
H 3.610 3.407 0.285 0.0 -0.1 0.0
C -0.949 4.969 1.525 0.0 -0.3 0.2
C -2.172 4.795 0.663 -0.3 -0.5 0.0
O -2.827 3.773 0.697 0.2 0.3 0.0
C -2.550 5.938 -0.242 -0.3 -0.2 -0.2
H -0.798 4.069 2.123 0.0 0.1 -0.1
H -0.070 5.124 0.896 0.0 0.2 0.1
H -1.086 5.818 2.198 0.1 0.1 -0.1
H -1.742 6.135 -0.949 0.0 0.2 0.1
H -2.758 6.830 0.353 0.2 0.1 -0.1
H -3.449 5.673 -0.802 0.1 0.0 0.1
C -4.524 0.361 2.091 0.4 0.0 0.0
C -4.666 -0.903 1.285 0.5 -0.2 -0.2
O -3.700 -1.444 0.782 -0.4 0.2 0.2
C -6.051 -1.472 1.125 0.1 -0.3 -0.2
H -3.473 0.655 2.122 -0.1 0.0 0.0
H -5.098 1.165 1.626 -0.1 0.0 0.2
H -4.870 0.191 3.113 -0.2 0.1 -0.1
H -6.693 -0.749 0.618 -0.1 0.0 0.2
H -6.465 -1.723 2.104 -0.1 0.2 0.0
H -6.002 -2.380 0.522 0.0 0.1 0.1
```
Forces are in eV/Å.

=====

Q: What is the net charge in the third record?
A: 0